No. 1
# C24H27ClIInO2P2

A structure of composition C24H27ClIInO2P2 (ωB97M-V/def2-TZVPD, the OMol25 dataset).

Values from the calculation:
Highest occupied orbital energy (spin up / spin down) (eV): -14.64 / -14.49
E (eV): -73780.44611
HOMO-LUMO gap (spin up / spin down) (Ha): 0.204 / 0.150
Net charge: +2
Energy relative to the best compared isomer or geometry (same formula, charge and spin) (kcal per mole): 0.00

Cartesian coordinates (Å):
C  -2.748  0.487  -2.431
C  -2.644  0.354  -0.981
H  -3.435  1.297  -2.715
H  -3.097  -0.465  -2.861
H  -1.755  0.684  -2.859
O  -3.256  0.900  -0.095
I  0.311  -2.892  1.612
In  -1.051  -1.234  -0.280
P  -3.094  -2.757  0.111
C  -3.913  -2.712  1.721
C  -4.379  -2.563  -1.142
H  -1.740  -4.484  -0.915
H  -3.343  -5.094  -0.367
H  -2.007  -4.807  0.823
C  -2.482  -4.461  -0.104
H  -3.937  -2.643  -2.145
H  -5.103  -3.377  -0.989
H  -4.687  -3.493  1.714
H  -4.379  -1.731  1.877
H  -4.879  -1.592  -1.030
H  -3.190  -2.909  2.522
C  -1.715  -0.175  2.186
O  -2.219  0.122  3.163
Cl  -0.642  -2.314  -2.404
C  3.704  0.463  3.743
C  2.347  0.769  3.902
C  1.500  0.769  2.796
C  2.002  0.483  1.513
C  3.368  0.203  1.361
C  4.211  0.185  2.473
P  0.839  0.618  0.095
C  0.651  2.432  0.087
C  -0.569  3.010  0.474
C  -0.668  4.389  0.642
C  0.452  5.200  0.443
C  1.682  4.627  0.097
C  1.781  3.246  -0.087
C  1.871  0.149  -1.338
C  2.008  0.957  -2.477
C  2.776  0.495  -3.554
C  3.343  -0.782  -3.529
C  3.132  -1.617  -2.432
C  2.409  -1.151  -1.342
H  4.366  0.457  4.610
H  1.955  1.007  4.892
H  0.438  0.995  2.929
H  3.797  0.002  0.377
H  5.268  -0.043  2.339
H  -1.443  2.375  0.658
H  -1.617  4.831  0.946
H  0.376  6.278  0.584
H  2.565  5.252  -0.019
H  2.747  2.803  -0.341
H  1.518  1.928  -2.530
H  2.908  1.125  -4.430
H  3.923  -1.144  -4.379
H  3.517  -2.636  -2.425
H  2.226  -1.817  -0.491

Atoms 1-3, force components in eV/Å:
0.15 0.03 -1.38
-2.52 2.52 2.84
0.09 -0.18 0.35


No. 2
# C30H37Cl49N4O4P

A cluster of 13 separate species, C30H37Cl49N4O4P in total (ωB97M-V/def2-TZVPD, the OMol25 dataset).

Values from the calculation:
Highest occupied orbital energy (eV): -12.04
E (eV): -668738.23834
HOMO-LUMO gap (Ha): 0.339
Net charge: +1

Cartesian coordinates (Å):
C  7.521  -2.190  1.950
C  6.449  -1.097  2.068
O  6.813  0.145  1.478
C  6.753  0.121  0.075
C  5.462  0.796  -0.417
N  4.310  0.200  0.251
C  3.481  0.541  1.290
N  3.570  1.629  2.042
C  2.542  1.789  3.082
C  4.582  2.662  1.951
C  4.273  3.785  0.905
C  4.323  5.191  1.548
C  2.908  3.626  0.225
N  2.545  -0.408  1.448
C  2.758  -1.377  0.563
C  1.988  -2.629  0.401
C  0.573  -2.431  -0.223
C  -0.173  -1.355  0.587
P  -1.980  -1.564  0.483
O  -2.266  -2.838  -0.178
O  -2.690  -1.412  1.909
C  -1.933  -0.800  2.967
C  -2.847  -0.230  4.042
O  -2.529  -0.370  -0.450
C  -2.869  0.841  0.259
C  -2.891  2.061  -0.667
N  3.836  -1.011  -0.164
Cl  4.449  -2.005  -1.389
H  7.226  -2.962  1.237
H  8.489  -1.806  1.629
H  7.678  -2.711  2.894
H  6.262  -0.909  3.123
H  5.527  -1.484  1.628
H  6.829  -0.893  -0.324
H  7.596  0.675  -0.344
H  5.376  0.562  -1.482
H  5.496  1.875  -0.348
H  1.690  2.362  2.721
H  2.994  2.365  3.887
H  2.258  0.833  3.508
H  5.570  2.253  1.749
H  4.682  3.171  2.906
H  5.021  3.791  0.108
H  3.330  5.526  1.846
H  4.659  5.890  0.781
H  5.037  5.206  2.369
H  2.785  4.473  -0.453
H  2.082  3.671  0.934
H  2.832  2.728  -0.394
H  1.847  -3.052  1.398
H  2.524  -3.376  -0.178
H  0.077  -3.394  -0.147
H  0.685  -2.150  -1.269
H  0.205  -1.407  1.605
H  0.083  -0.367  0.201
H  -1.304  -1.564  3.436
H  -1.251  -0.012  2.638
H  -3.649  -0.938  4.237
H  -2.247  -0.056  4.933
H  -3.225  0.728  3.686
H  -3.860  0.700  0.688
H  -2.169  1.066  1.066
H  -2.346  2.874  -0.194
H  -2.353  1.832  -1.588
H  -3.901  2.399  -0.876
C  4.780  -4.799  3.970
Cl  6.271  -5.700  3.686
Cl  3.450  -5.921  4.285
Cl  4.985  -3.711  5.342
Cl  4.377  -3.836  2.537
C  3.380  -2.458  -5.251
Cl  3.419  -0.806  -4.607
Cl  3.596  -2.415  -6.993
Cl  4.683  -3.414  -4.519
Cl  1.822  -3.195  -4.864
C  -0.050  -7.866  3.694
Cl  -0.854  -6.431  3.047
Cl  -1.247  -8.950  4.398
Cl  0.814  -8.694  2.396
Cl  1.108  -7.374  4.943
C  0.201  -0.345  -8.946
Cl  0.936  -1.090  -10.368
Cl  -1.549  -0.544  -8.997
Cl  0.829  -1.120  -7.486
Cl  0.596  1.378  -8.913
C  -5.748  -0.695  -9.122
Cl  -5.051  -1.460  -10.554
Cl  -7.503  -0.872  -9.143
Cl  -5.093  -1.467  -7.674
Cl  -5.335  1.032  -9.127
C  -3.522  3.228  6.028
Cl  -3.569  4.888  6.608
Cl  -3.220  3.233  4.279
Cl  -2.224  2.346  6.847
Cl  -5.065  2.438  6.348
C  -6.625  1.001  -4.534
Cl  -8.100  1.973  -4.500
Cl  -5.459  1.640  -3.359
Cl  -7.003  -0.671  -4.110
Cl  -5.930  1.058  -6.150
C  1.679  -2.348  7.486
Cl  2.219  -3.694  6.478
Cl  -0.062  -2.464  7.763
Cl  2.529  -2.390  9.030
Cl  2.041  -0.822  6.656
C  -1.921  5.612  -2.054
Cl  -3.407  4.774  -2.516
Cl  -2.027  7.304  -2.537
Cl  -1.689  5.528  -0.300
Cl  -0.544  4.851  -2.865
C  -3.596  -4.018  -3.436
Cl  -3.979  -4.871  -1.945
Cl  -4.462  -4.760  -4.787
Cl  -4.079  -2.329  -3.282
Cl  -1.850  -4.105  -3.743
C  -5.531  7.994  4.574
Cl  -4.348  8.780  5.628
Cl  -5.788  8.983  3.135
Cl  -4.922  6.404  4.102
Cl  -7.056  7.803  5.442
C  -11.362  -1.237  -7.132
Cl  -11.078  -2.235  -8.564
Cl  -12.466  -2.074  -6.038
Cl  -9.826  -0.943  -6.311
Cl  -12.071  0.306  -7.621

Atoms 1-3, force components in eV/Å:
0.02 -0.26 -0.28
0.38 -0.60 0.38
0.03 -0.01 -0.06


No. 3
# C4H11N3O2

A structure of composition C4H11N3O2 (ωB97M-V/def2-TZVPD, the OMol25 dataset).

Values from the calculation:
Highest occupied orbital energy (spin up / spin down) (eV): -8.38 / -7.91
E (eV): -12886.17290
HOMO-LUMO gap (spin up / spin down) (Ha): 0.300 / 0.237
Energy relative to the best compared isomer or geometry (same formula, charge and spin) (kcal per mole): 153.52

Cartesian coordinates (Å):
C  1.269  1.480  -0.462
C  1.496  -0.619  1.092
C  0.747  -0.348  -0.223
O  1.070  -0.932  -1.272
H  2.553  -0.738  0.867
H  0.941  1.890  -1.410
H  1.102  2.178  0.353
H  2.322  1.218  -0.530
H  1.351  0.149  1.846
H  1.108  -1.555  1.497
C  -0.958  -0.395  0.051
N  -1.404  -0.433  1.414
N  -1.561  -1.475  -0.663
O  -1.458  0.885  -1.776
N  -1.110  0.923  -0.478
H  -1.444  1.809  -2.071
H  -1.083  0.367  1.943
H  -2.417  -0.455  1.448
H  -1.041  -1.632  -1.522
H  -1.483  -2.317  -0.104

Atoms 1-3, force components in eV/Å:
0.16 -1.28 0.12
-0.49 -0.41 0.29
-0.02 2.06 0.02